[1]
86
Properties=species:S:1:pos:R:3:forces:R:3:mulliken_charge:R:1 method="wB97M-V/def2-TZVPD" spin_multiplicity=3 lumo_energy_ev="-4.01 / -5.62" gap_ev="6.48 / 5.03" total_energy_ev=-162058.2471 total_charge=+1 de_lowest_kcal_mol=91.3
W -0.196643 -0.294040 0.002674 1.26 3.09 -0.26 0.061
O -1.997347 0.335490 -0.216006 0.81 -0.11 -0.64 0.310
As -1.560774 -2.455416 0.096417 -1.12 -2.09 1.00 0.743
O -3.163596 -2.342422 -0.287029 -0.02 -0.01 -0.37 -0.607
O 0.719944 -1.004140 -1.307280 0.75 -0.19 0.69 -0.869
C -1.676953 -3.015510 1.998633 0.51 0.32 0.19 -0.398
C -2.582327 -3.995212 2.342886 -0.11 -0.08 -0.02 -0.640
C -2.669709 -4.426190 3.664499 -0.02 -0.08 0.07 -0.616
C -1.856579 -3.891270 4.655384 -0.14 -0.14 0.07 -0.661
C -0.938610 -2.903087 4.340187 0.08 0.22 -0.14 -0.410
C -0.874842 -2.486618 3.020654 -0.17 -0.42 -0.16 0.294
S 0.172136 -1.224502 2.501955 0.03 0.24 0.37 1.082
O 0.783683 -1.730165 1.207859 -0.01 0.02 0.78 -0.633
O 1.040183 -0.729601 3.502692 0.16 -0.25 0.29 -0.594
O -0.769426 -0.176016 1.914008 0.02 -0.53 2.17 0.019
H -2.881257 0.574754 0.037372 -0.37 -0.14 0.47 -0.028
H -3.217553 -4.409809 1.572892 -0.12 -0.09 0.04 0.480
H -3.379926 -5.201961 3.923398 0.01 0.04 -0.02 0.412
H -1.941900 -4.242249 5.676597 0.01 0.00 -0.08 0.421
H -0.290911 -2.453841 5.085434 -0.07 -0.06 -0.06 0.535
C 5.852517 0.010029 3.530982 -0.05 -0.03 -0.11 -1.270
C 4.992158 -0.497703 2.410441 -0.05 0.19 0.04 0.834
C 5.201240 -1.730182 1.809927 0.13 -0.09 0.00 -0.801
C 4.398798 -2.051321 0.731004 -0.27 0.13 -0.11 -0.347
N 3.409815 -1.259988 0.309651 -0.01 0.17 0.22 -0.301
C 3.220777 -0.144075 1.018562 0.01 -0.55 -0.35 0.094
S 1.837273 0.939507 0.656519 0.13 -0.16 0.17 -0.052
N 3.987794 0.293930 2.011460 -0.09 -0.04 0.04 -0.272
H 6.625754 -0.709215 3.798333 -0.03 0.04 -0.01 0.395
H 5.236215 0.214882 4.406751 0.00 0.00 -0.01 0.279
H 6.324214 0.948435 3.233065 -0.01 -0.04 0.02 0.284
H 5.976438 -2.402236 2.160130 -0.07 0.08 -0.08 0.387
H 4.532434 -2.978415 0.180667 0.04 0.08 0.03 0.438
C -4.772852 -2.702793 -4.938829 -0.35 0.16 -0.36 -1.112
Si -3.031120 -2.196490 -4.532838 -1.21 -0.12 -0.23 0.267
C -2.334516 -3.703925 -3.667065 0.34 0.10 0.05 -1.088
C -2.072656 -1.733875 -6.054797 0.23 0.14 -0.12 -0.938
C -3.134800 -0.667882 -3.343840 0.68 -0.87 -0.16 -0.908
Te -1.156756 -0.941316 -2.551372 -1.45 1.26 -2.98 0.993
C -0.631369 1.169301 -2.402090 1.22 -0.84 -0.22 0.677
Si 0.777082 1.808325 -3.593007 -0.30 -0.29 0.39 0.168
C 0.548990 0.941873 -5.215582 -0.17 -0.03 -0.30 -0.959
C 2.422962 1.381662 -2.857181 0.20 -0.01 -0.03 -0.925
C 0.495447 3.634835 -3.623166 -0.05 0.38 -0.24 -1.101
H -4.773220 -3.525539 -5.669212 0.01 0.17 0.19 0.312
H -5.352693 -1.877614 -5.373337 0.05 -0.18 0.10 0.341
H -5.288731 -3.049944 -4.037086 0.04 0.05 -0.10 0.319
H -2.700282 -4.605300 -4.170441 0.00 0.16 0.02 0.425
H -2.689738 -3.730229 -2.636005 -0.05 -0.10 0.11 0.289
H -1.244897 -3.747261 -3.659633 0.02 -0.13 0.03 0.426
H -2.246516 -2.470434 -6.847933 0.06 0.09 0.13 0.376
H -0.993766 -1.695078 -5.860575 -0.13 0.01 -0.12 0.299
H -2.386436 -0.752734 -6.431821 0.06 -0.16 0.01 0.291
H -3.921040 -0.834068 -2.609124 0.10 0.04 0.15 0.455
H -3.230955 0.290397 -3.852282 0.02 0.02 0.08 0.586
H -0.156456 1.282013 -1.385496 -0.15 0.63 -0.84 -1.076
H -1.526694 1.772778 -2.404278 -0.36 -0.06 0.09 0.825
H 0.758072 -0.126450 -5.092423 0.04 0.06 -0.06 0.246
H 1.235958 1.330348 -5.974966 -0.09 -0.07 0.07 0.456
H -0.473364 1.042861 -5.600011 0.14 0.00 0.00 0.259
H 2.393144 0.401945 -2.383752 0.08 -0.11 0.06 0.205
H 2.704872 2.108594 -2.093722 0.02 -0.03 0.01 0.197
H 3.212519 1.355493 -3.617642 -0.15 0.08 0.05 0.513
H -0.428113 3.900660 -4.150235 0.11 -0.02 0.09 0.319
H 1.324736 4.147692 -4.126284 -0.13 -0.05 0.09 0.362
H 0.428639 4.022784 -2.601254 0.02 -0.02 -0.08 0.327
C 2.060545 4.000196 1.662637 0.03 -0.06 0.14 -0.984
N 1.204084 3.328356 2.636826 0.11 -0.14 -0.05 0.168
C 1.944340 2.693551 3.732378 -0.01 0.14 -0.03 -1.037
C -0.078426 3.005931 2.363776 0.00 0.09 0.00 0.484
S -0.627877 2.734532 0.754744 -0.26 0.14 0.03 -0.174
N -0.936425 2.925284 3.395219 -0.02 0.00 0.11 0.235
C -2.323306 2.481912 3.231139 0.20 0.08 0.05 -0.986
C -0.678378 3.577195 4.684438 -0.11 0.00 -0.21 -1.265
H 2.584783 4.811617 2.173210 -0.03 -0.02 0.01 0.329
H 1.460939 4.410064 0.858966 -0.04 0.01 -0.03 0.405
H 2.799459 3.311571 1.248593 -0.04 0.06 0.04 0.315
H 2.735568 2.081350 3.298382 0.04 0.00 -0.06 0.305
H 1.300022 2.035439 4.304175 -0.05 -0.01 0.01 0.326
H 2.391155 3.441266 4.392004 -0.06 0.00 0.01 0.358
H -2.376123 1.626829 2.577887 0.07 -0.22 -0.16 0.216
H -2.936336 3.277970 2.807702 -0.02 0.06 0.04 0.302
H -2.710297 2.205068 4.211008 0.04 0.03 -0.02 0.406
H 0.179700 4.233256 4.614207 0.07 0.03 -0.03 0.411
H -0.513797 2.846217 5.475694 0.02 -0.03 0.01 0.344
H -1.548102 4.179921 4.943578 -0.04 -0.02 0.00 0.450


[2]
81
Properties=species:S:1:pos:R:3:forces:R:3:mulliken_charge:R:1 method="wB97M-V/def2-TZVPD" spin_multiplicity=1 lumo_energy_ev=2.69 gap_ev=5.37 total_energy_ev=-74191.5874 total_charge=-1 de_lowest_kcal_mol=0.0
Pd -1.001895 -0.316280 0.485968 0.17 0.13 -0.03 -0.075
C -3.875659 0.325023 1.899659 -0.03 0.03 -0.05 -1.559
C -3.284159 1.230265 2.980890 0.03 -0.04 -0.04 1.348
C -3.383671 0.561161 4.356957 -0.02 0.01 0.01 -1.651
C -4.119528 2.516017 2.991683 -0.01 0.03 0.02 -2.072
N -1.892829 1.578775 2.669341 0.00 -0.01 0.04 0.760
C -1.308751 2.768083 3.116895 0.01 -0.01 -0.01 -0.215
C -0.004106 2.729535 2.831571 -0.06 0.01 -0.02 -1.447
N 0.300099 1.517719 2.223985 0.09 0.01 0.03 0.483
B 1.558223 1.451764 1.379196 -0.05 0.07 0.04 0.307
N 1.492537 2.128336 -0.045348 0.03 0.00 -0.04 0.107
C 2.640675 2.744398 -0.488410 0.00 0.01 0.03 -1.250
C 2.465620 3.130600 -1.760803 -0.01 0.01 0.00 -0.138
N 1.181121 2.750569 -2.124493 0.03 -0.02 -0.01 0.440
C 0.595037 2.130891 -1.053911 -0.02 -0.02 0.03 0.299
S -1.023606 1.559021 -1.027669 -0.02 0.00 0.00 -0.470
C 0.635557 2.879335 -3.500185 0.02 0.02 -0.02 1.312
C -0.622525 3.748139 -3.491049 0.00 0.01 -0.01 -1.577
C 1.672996 3.569168 -4.387681 0.01 0.00 0.01 -2.219
C 0.373119 1.486836 -4.075787 -0.02 -0.03 0.03 -1.181
N 2.154469 0.002506 1.307571 0.00 -0.05 0.02 0.884
C 2.446144 -0.576515 2.521399 0.00 0.01 0.01 -1.557
C 2.962486 -1.793883 2.304412 0.01 0.01 -0.02 0.019
N 2.990890 -1.983498 0.927616 0.00 -0.01 0.02 0.412
C 2.503380 -0.852530 0.319993 -0.01 0.02 -0.09 0.171
S 2.434171 -0.574138 -1.371921 0.01 -0.01 0.05 -0.385
C 3.462768 -3.226178 0.270693 0.00 -0.01 0.02 1.343
C 3.862399 -4.241036 1.343018 0.00 -0.01 0.00 -2.216
C 4.693450 -2.932277 -0.587602 0.02 -0.03 0.01 -1.550
C 2.327171 -3.840268 -0.549881 0.01 0.02 -0.05 -1.538
C -0.867996 0.714553 2.193882 -0.12 -0.06 -0.11 -0.701
S -0.821704 -1.068665 2.671270 0.03 -0.02 0.09 -0.529
H -4.943247 0.190984 2.097210 0.00 -0.02 0.01 0.587
H -3.392466 -0.648641 1.877476 0.00 0.02 0.05 0.320
H -3.753933 0.790578 0.918405 -0.01 -0.01 0.01 0.236
H -4.428422 0.337782 4.592225 0.00 0.00 0.00 0.456
H -2.990786 1.230437 5.126767 0.00 -0.01 0.00 0.347
H -2.807696 -0.362071 4.366680 0.01 0.00 0.00 0.295
H -5.175856 2.252159 3.062810 0.00 -0.01 -0.01 0.475
H -3.961883 3.084392 2.073370 0.00 0.00 0.00 0.408
H -3.888621 3.153061 3.846721 0.01 0.00 -0.01 0.464
H -1.875976 3.558493 3.570004 0.01 0.00 0.01 0.412
H 0.749207 3.485762 2.971283 0.01 0.00 0.01 0.524
H 2.391049 2.124605 1.964242 0.00 0.00 -0.03 -0.268
H 3.496401 2.843509 0.153737 0.00 -0.01 0.00 0.552
H 3.139823 3.634022 -2.423785 0.00 0.00 -0.01 0.483
H -0.386209 4.741212 -3.102360 -0.01 0.00 0.01 0.388
H -1.401875 3.307048 -2.876064 0.00 0.00 0.01 0.345
H -0.991933 3.855960 -4.513538 0.00 0.00 0.00 0.462
H 1.915777 4.569905 -4.026131 0.00 0.00 -0.01 0.469
H 1.246545 3.667505 -5.386030 0.00 0.00 0.00 0.462
H 2.589281 2.983488 -4.469851 0.00 0.00 0.00 0.465
H -0.381428 0.963352 -3.493733 0.00 0.00 -0.01 0.081
H 1.291324 0.897218 -4.052788 0.01 0.00 -0.01 0.288
H 0.032387 1.578294 -5.109723 0.00 0.01 0.00 0.509
H 2.205246 -0.076962 3.441779 -0.01 0.00 0.00 0.496
H 3.258786 -2.545414 3.007653 0.00 0.00 0.00 0.471
H 4.681151 -3.877259 1.965541 -0.01 0.01 0.00 0.472
H 4.203764 -5.144922 0.837859 0.00 0.00 -0.01 0.468
H 3.017363 -4.509293 1.978328 0.00 0.00 0.01 0.466
H 5.498397 -2.544829 0.041359 0.00 0.00 -0.01 0.388
H 4.464646 -2.201511 -1.358807 -0.02 0.00 0.00 0.270
H 5.034614 -3.858894 -1.055702 0.01 0.00 0.00 0.452
H 1.454875 -3.996128 0.088061 -0.01 -0.01 0.00 0.329
H 2.646076 -4.804997 -0.951494 0.01 -0.01 0.02 0.516
H 2.052600 -3.189337 -1.376283 -0.01 0.02 0.02 0.362
N -2.988565 -3.148010 0.409996 -0.03 0.01 -0.12 -0.515
C -3.532991 -2.357023 -0.702493 -0.12 -0.01 -0.04 0.093
C -2.886032 -2.686463 -2.051883 0.15 0.05 0.05 -1.123
C -1.611322 -1.892296 -2.339238 -0.18 -0.05 0.02 -0.464
N -0.720745 -1.888210 -1.182538 0.07 -0.05 0.06 0.143
H -3.740349 -3.443169 1.017216 0.03 0.02 0.07 0.273
H -2.358564 -2.581265 0.976369 0.07 -0.02 -0.02 0.006
H -3.431670 -1.280366 -0.517054 -0.02 -0.01 0.01 -0.207
H -4.603815 -2.567571 -0.778981 0.01 0.00 0.00 0.547
H -3.602983 -2.489612 -2.854766 0.03 0.00 -0.04 0.389
H -2.665655 -3.758608 -2.065038 -0.02 -0.01 0.00 0.408
H -1.866484 -0.850652 -2.552141 0.01 0.01 -0.01 0.096
H -1.121396 -2.300457 -3.233239 -0.03 0.01 -0.03 0.340
H 0.206305 -1.537270 -1.431150 0.00 -0.01 -0.01 -0.161
H -0.610613 -2.825974 -0.811550 -0.02 0.01 0.01 0.166